DFT (ωB97M-V/def2-TZVPD) results for a structure of composition C21H31N9SeW at a distorted geometry.

molecular weight	672.34	u
HOMO-LUMO gap (spin up / spin down)	5.2 / 5.6	eV
<S²>	2.029
net charge	+4
multiplicity	3
lowest unoccupied orbital energy (spin up / spin down)	-14.4 / -14.1	eV
HOMO energy (spin up / spin down)	-19.63 / -19.64	eV

Positions of all 63 atoms, in Å:
W: 0.19094 0.11866 -0.08229
Se: 1.35025 5.23889 5.51842
N: -0.08488 4.65687 4.70345
C: 0.28531 3.79543 3.78954
C: -0.61939 3.12058 2.89342
C: -2.01368 3.27981 2.90541
C: -2.77925 2.60733 1.96830
C: -2.16050 1.78016 1.04457
N: -0.82919 1.58393 1.02673
C: -0.06552 2.25155 1.94359
C: 1.34180 1.96772 1.91619
N: 1.74147 1.01171 1.01739
C: 3.05886 0.72653 0.92778
C: 4.01006 1.36848 1.69949
C: 3.61242 2.32088 2.62565
C: 2.24833 2.62896 2.75339
C: 1.70991 3.57080 3.70289
N: 2.43212 4.25888 4.55055
H: -2.46306 3.92616 3.65137
H: -3.85539 2.71896 1.94775
H: -2.73629 1.24585 0.29722
H: 3.35899 -0.03710 0.21962
H: 5.05514 1.11411 1.58017
H: 4.33521 2.82872 3.25513
N: -0.32891 -1.12421 1.74992
C: -0.01639 -2.58403 1.54565
C: 1.22407 -2.75300 0.67838
C: 1.15277 -2.17294 -0.75025
C: -0.13780 -2.43107 -1.53523
N: -1.19158 -1.45836 -1.07917
H: 0.23097 -0.80786 2.54385
H: -1.28691 -1.04662 2.09243
H: -0.88471 -3.07647 1.10802
H: 0.15304 -3.07149 2.50546
H: 1.40672 -3.82605 0.58682
H: 2.09640 -2.34353 1.19650
H: 1.98711 -2.61053 -1.30199
H: 1.41427 -1.04428 -0.80810
H: -0.44826 -3.46987 -1.41683
H: 0.05267 -2.28160 -2.59726
H: -1.81414 -1.93566 -0.42981
H: -1.79942 -1.24004 -1.86706
C: 0.22850 4.83626 -1.35169
N: 0.64260 3.44834 -1.57686
C: 2.08046 3.22831 -1.40771
C: -0.16730 2.52890 -2.10203
N: 0.03808 1.17125 -1.78460
N: -1.15328 2.83855 -2.92799
C: -1.15914 4.03397 -3.78225
C: -2.28387 1.93003 -3.15568
H: 0.68006 5.16680 -0.41591
H: -0.85178 4.90909 -1.25933
H: 0.56817 5.51257 -2.13608
H: 2.62052 3.92496 -2.05196
H: 2.36517 2.22152 -1.69264
H: 2.37726 3.44275 -0.38016
H: -0.14457 0.63102 -2.62986
H: -0.15875 4.43685 -3.90202
H: -1.83055 4.80397 -3.40308
H: -1.51647 3.73656 -4.76783
H: -2.11308 1.30235 -4.03484
H: -3.17531 2.52366 -3.34965
H: -2.46734 1.31367 -2.27848

---

DFT (ωB97M-V/def2-TZVPD) results for a structure of composition C21H31NO7S at a distorted geometry.

molecular weight	441.55	u
HOMO-LUMO gap	8.1	eV
lowest unoccupied orbital energy	0.3	eV
HOMO energy	-7.78	eV

Positions of all 61 atoms, in Å:
C: 1.70962 3.65998 -5.18401
H: 2.64628 3.48430 -5.55604
O: 1.35220 2.47592 -4.27485
C: 1.97558 2.49811 -3.15723
C: 1.30449 1.57746 -2.48389
C: 1.99277 1.39391 -1.08089
C: 3.14207 2.18792 -0.58322
C: 3.72344 2.87209 -1.56849
C: 3.19683 3.20851 -2.81970
O: 3.65245 4.18491 -3.55738
C: 4.33564 5.31664 -2.98602
H: 4.25292 6.05894 -3.96367
H: 3.31319 5.81679 -2.35132
H: 5.22066 5.28330 -2.55818
O: 4.81870 3.57072 -1.22544
C: 5.49775 3.45703 0.20132
H: 6.19295 4.09759 0.21800
H: 5.76724 2.38678 0.24170
H: 4.76306 3.40450 0.98533
H: 3.62035 1.75914 0.40588
C: 1.46235 0.24122 -0.25437
O: 2.30218 -0.17945 0.82263
N: 0.25678 -0.13476 -0.30227
H: -0.29379 0.56437 -0.85518
C: -0.49853 -1.21371 0.32273
C: -1.86625 -0.33919 1.02067
O: -2.49752 0.74392 0.35201
O: -2.17710 -0.94045 2.15186
C: -3.37418 -0.10805 2.76210
H: -3.15310 0.49063 3.58505
C: -4.34816 -1.34554 3.29487
O: -5.03553 -0.94916 4.17236
C: -4.60767 -2.60794 2.64724
C: -4.85941 -2.28911 1.03931
H: -3.92026 -1.87454 0.61488
H: -4.83576 -3.48303 0.71918
H: -5.68175 -1.83592 0.75476
C: -5.81585 -3.10934 3.39567
H: -5.76508 -3.34507 4.25933
H: -5.83940 -4.18496 2.77517
H: -6.83377 -2.52810 3.10726
C: -3.21746 -3.32782 3.07300
H: -3.49477 -4.33497 2.39696
H: -2.54077 -2.89195 2.55901
H: -3.24817 -3.66089 3.89510
H: -4.11489 0.30932 2.00689
H: -0.05940 -1.19449 1.40086
C: -1.15609 -2.21972 -0.19274
C: 0.24874 -3.31170 -0.52237
H: 1.22900 -2.58380 -0.85427
H: -0.02715 -4.05557 -1.17778
S: 0.72540 -4.03779 1.09027
C: 2.33299 -3.58964 1.27557
H: 2.38514 -2.24425 1.29504
H: 2.68900 -3.69087 2.36685
H: 3.11798 -3.83571 0.68718
H: -1.76854 -2.78203 0.23331
H: -1.32911 -1.92007 -1.21660
H: 0.68724 0.93696 -2.67636
H: 1.51211 4.71449 -4.55329
H: 0.93236 3.45415 -6.17381

---

DFT (ωB97M-V/def2-TZVPD) results for a cluster of 3 separate species, C21H32BN3O4 in total at a distorted geometry.

molecular weight	401.32	u
HOMO-LUMO gap	8.0	eV
lowest unoccupied orbital energy	-0.9	eV
HOMO energy	-8.91	eV

Positions of all 61 atoms, in Å:
O: 1.66662 -6.00658 1.24980
N: 1.74290 -5.04337 2.02705
O: 1.52452 -3.86577 1.70830
C: 2.12260 -5.31612 3.41842
C: 2.41514 -6.62877 3.81354
C: 2.79927 -6.87862 5.13241
C: 2.88537 -5.82781 6.04703
C: 2.58330 -4.52303 5.65345
C: 2.20077 -4.26042 4.33649
H: 2.35289 -7.45854 3.11285
H: 3.03484 -7.89304 5.44708
H: 3.19079 -6.02675 7.07287
H: 2.64990 -3.70985 6.37286
H: 1.97174 -3.23763 4.04461
O: -5.32074 6.29005 -6.36678
N: -5.97045 6.07229 -5.33326
O: -6.93656 6.75078 -4.95599
C: -5.56437 4.93632 -4.49712
C: -4.45397 4.16463 -4.86629
C: -4.05782 3.10025 -4.05417
C: -4.76723 2.80816 -2.88817
C: -5.87899 3.57183 -2.52843
C: -6.28300 4.64053 -3.33112
H: -3.89056 4.37941 -5.77171
H: -3.19331 2.49955 -4.32863
H: -4.45115 1.98074 -2.25518
H: -6.42846 3.33610 -1.61972
H: -7.14961 5.22810 -3.03532
C: 3.19028 1.43689 -1.41269
C: 3.50635 -0.11746 -1.85566
C: 2.85172 -1.25739 -0.87626
C: 3.39393 -1.24435 0.67019
N: 2.75364 -0.21022 1.56890
B: 1.31058 -0.53195 1.91092
C: 0.14909 0.63683 2.22416
C: 0.07272 1.77335 1.03187
C: -1.13659 1.49588 -0.06059
C: -0.93165 0.08722 -0.90231
C: -1.03922 2.72753 -1.17215
H: 3.23580 1.63182 -0.25953
H: 4.05808 2.10250 -1.89069
H: 2.18521 1.86373 -1.84923
H: 2.98827 -0.25970 -2.92156
H: 4.66996 -0.23065 -2.03253
H: 3.17283 -2.31216 -1.33395
H: 1.68971 -1.19731 -0.99980
H: 3.28861 -2.32961 1.12544
H: 4.56395 -1.02322 0.65578
H: 3.27615 -0.28837 2.49290
H: 0.96799 -1.67285 1.91508
H: 0.51366 1.17108 3.22155
H: -0.90210 0.15236 2.48745
H: 1.14272 1.90077 0.51985
H: -0.15433 2.81897 1.55843
H: -2.20657 1.44000 0.41719
H: -1.78187 0.00485 -1.70713
H: -0.80146 -0.86124 -0.22934
H: 0.08950 0.21787 -1.50550
H: -2.09125 3.16297 -1.47597
H: -0.51976 2.24638 -2.12338
H: -0.30033 3.58303 -0.79631

---

Question: Which formula does entry 2 have?
Answer: C21H31NO7S

---

Question: Which of these has the lowest molecular weight?
Answer: C21H32BN3O4

---

Question: Which of these has the highest molecular weight?
Answer: C21H31N9SeW

---

Question: What is the formula in the first record?
Answer: C21H31N9SeW